Below is one molecule with the formula C4H4O2S in a non-equilibrium geometry, with properties calculated with wB97M-V/def2-TZVPD.

Element x y z (Å)
O 1.86023 0.02796 -2.12755
C 1.46319 -0.21876 -1.01702
C 0.39816 0.67614 -0.47056
O 0.36024 0.76411 0.95373
C -0.66018 -0.07409 1.38568
C -1.51233 -0.49646 0.45473
S -1.24279 0.20988 -1.15531
H 1.62075 -1.09474 -0.38483
H 0.56475 1.65516 -0.91685
H -0.49751 -0.31193 2.48504
H -2.35450 -1.13730 0.79293

SMILES: O=C[C@@H]1OC=CS1
charge: 0
orbital gap: 0.3215 hartree
strongest force on any atom: 1.943 eV Å⁻¹
ΔE to the lowest compared entry with this formula, charge and spin: 45.48 kcal/mol
LUMO: 0.0125 Eh
E_tot: -703.4195 Ha
HOMO: -8.41 eV